No. 1
{"formula": "C26H31N7O", "method": "ωB97M-V with the def2-TZVPD basis set", "smiles": "CCC(C)(C)n1nnnc1[C@@H](c1ccc2ncccc2c1)N1CCN(c2ccc(O)cc2)CC1", "e_lumo_ev": -0.04, "homo_energy_ev": -6.97, "charge": 0, "gap_ev": 6.92, "relative_energy_kcal_mol": 0.53, "elements": ["C", "H", "H", "H", "C", "H", "H", "C", "N", "C", "N", "N", "N", "C", "N", "C", "C", "N", "C", "C", "C", "C", "C", "C", "H", "H", "O", "H", "H", "H", "C", "C", "H", "H", "H", "H", "H", "H", "H", "H", "C", "C", "C", "C", "C", "C", "N", "C", "C", "C", "H", "H", "H", "H", "H", "H", "H", "C", "H", "H", "H", "C", "H", "H", "H"], "positions_angstrom": [[-5.513, -2.056, 0.442], [-5.833, -3.086, 0.564], [-5.732, -1.735, -0.573], [-6.096, -1.439, 1.121], [-4.033, -1.892, 0.764], [-3.858, -2.174, 1.805], [-3.766, -0.838, 0.653], [-3.082, -2.728, -0.116], [-1.729, -2.423, 0.350], [-0.762, -1.521, 0.019], [0.221, -1.665, 0.881], [-0.137, -2.623, 1.722], [-1.278, -3.075, 1.430], [-0.755, -0.521, -1.103], [0.539, 0.068, -1.392], [1.075, 0.963, -0.379], [2.488, 1.383, -0.771], [3.376, 0.241, -0.770], [4.654, 0.331, -0.266], [5.355, 1.544, -0.312], [6.646, 1.644, 0.159], [7.294, 0.532, 0.682], [6.618, -0.679, 0.724], [5.319, -0.779, 0.263], [4.820, -1.731, 0.337], [7.108, -1.554, 1.132], [8.580, 0.671, 1.136], [8.889, -0.179, 1.471], [7.176, 2.583, 0.120], [4.891, 2.419, -0.739], [2.728, -1.037, -0.948], [1.543, -0.861, -1.897], [1.093, -1.839, -2.086], [1.914, -0.470, -2.854], [3.438, -1.735, -1.401], [2.370, -1.461, 0.002], [2.457, 1.852, -1.765], [2.842, 2.125, -0.050], [1.101, 0.496, 0.616], [0.437, 1.850, -0.334], [-1.765, 0.577, -0.837], [-2.066, 0.987, 0.437], [-3.011, 2.007, 0.662], [-3.365, 2.459, 1.951], [-4.301, 3.449, 2.074], [-4.879, 3.979, 0.904], [-4.577, 3.587, -0.300], [-3.654, 2.616, -0.449], [-3.312, 2.193, -1.751], [-2.391, 1.202, -1.935], [-2.123, 0.884, -2.932], [-3.799, 2.674, -2.584], [-5.625, 4.761, 0.972], [-4.600, 3.825, 3.040], [-2.893, 2.017, 2.817], [-1.578, 0.540, 1.292], [-1.046, -1.039, -2.024], [-3.291, -4.229, 0.103], [-2.539, -4.794, -0.444], [-4.271, -4.526, -0.256], [-3.203, -4.476, 1.157], [-3.250, -2.406, -1.599], [-4.178, -2.847, -1.952], [-3.296, -1.334, -1.773], [-2.438, -2.839, -2.179]]}

---

No. 2
{"formula": "C4H7NO2", "method": "ωB97M-V with the def2-TZVPD basis set", "e_lumo_ev": 0.67, "homo_energy_ev": -8.83, "charge": 0, "gap_ev": 9.50, "relative_energy_kcal_mol": 75.56, "elements": ["C", "C", "N", "O", "C", "C", "O", "H", "H", "H", "H", "H", "H", "H"], "positions_angstrom": [[1.318, 1.342, -1.518], [-0.507, 1.312, 0.033], [0.508, 0.650, -0.525], [-1.162, 0.631, 0.994], [-0.735, -0.638, 1.483], [-1.181, -1.763, 0.572], [-0.509, -2.741, 0.349], [1.291, 2.406, -1.282], [2.351, 0.988, -1.471], [0.932, 1.194, -2.532], [0.769, -0.314, -0.330], [0.348, -0.690, 1.649], [-1.235, -0.753, 2.451], [-2.187, -1.625, 0.127]]}

---

No. 3
{"formula": "C18H10Cl2N4O6RhSe", "method": "ωB97M-V with the def2-TZVPD basis set", "e_lumo_ev": [2.30, -0.87], "homo_energy_ev": [-2.89, -6.64], "multiplicity": 5, "charge": -1, "gap_ev": [5.19, 5.76], "elements": ["Rh", "Cl", "C", "C", "C", "N", "C", "O", "C", "C", "C", "C", "C", "N", "C", "C", "C", "Cl", "N", "C", "O", "C", "C", "C", "C", "C", "N", "H", "H", "H", "H", "H", "H", "H", "H", "H", "H", "O", "Se", "O", "O", "O"], "positions_angstrom": [[0.052, -0.229, -0.971], [-1.034, -4.470, 4.347], [-1.174, -3.469, 2.977], [-0.198, -2.475, 2.621], [-0.411, -1.724, 1.431], [0.427, -0.765, 0.959], [1.731, -0.551, 1.369], [2.309, -0.882, 2.403], [2.520, 0.241, 0.400], [3.824, 0.694, 0.649], [4.453, 1.580, -0.187], [3.884, 1.784, -1.456], [2.691, 1.086, -1.768], [1.965, 0.488, -0.812], [-1.563, -1.953, 0.646], [-2.440, -2.969, 0.929], [-2.332, -3.650, 2.146], [-3.601, -4.761, 2.602], [-1.725, -1.044, -0.434], [-2.779, -0.127, -0.264], [-3.976, -0.417, -0.132], [-2.291, 1.277, -0.299], [-3.211, 2.322, -0.128], [-2.729, 3.582, 0.026], [-1.340, 3.816, -0.005], [-0.487, 2.740, -0.262], [-0.965, 1.499, -0.402], [0.675, -2.288, 3.216], [4.277, 0.470, 1.629], [5.343, 2.083, 0.166], [4.351, 2.288, -2.279], [2.239, 0.924, -2.752], [-3.355, -3.126, 0.343], [-4.246, 2.010, -0.083], [-3.406, 4.430, 0.257], [-0.932, 4.818, 0.100], [0.548, 2.943, -0.459], [0.755, -1.951, -1.784], [0.629, -1.317, -3.426], [1.970, -1.080, -4.177], [0.007, 0.324, -2.895], [-0.455, -2.150, -4.244]]}

---

No. 4
{"formula": "C54H60BrN3O2P2Y", "method": "ωB97M-V with the def2-TZVPD basis set", "e_lumo_ev": -2.12, "homo_energy_ev": -9.85, "charge": 1, "gap_ev": 7.73, "relative_energy_kcal_mol": 0.00, "elements": ["Y", "C", "P", "C", "C", "C", "C", "C", "C", "C", "C", "C", "C", "C", "C", "C", "C", "C", "C", "C", "P", "C", "C", "C", "C", "C", "C", "C", "C", "C", "C", "C", "C", "N", "H", "H", "H", "H", "H", "H", "H", "H", "H", "H", "H", "H", "H", "H", "H", "H", "H", "H", "H", "H", "H", "H", "H", "H", "H", "H", "C", "C", "C", "C", "C", "C", "C", "Br", "C", "O", "C", "C", "C", "C", "C", "C", "H", "H", "H", "H", "H", "H", "H", "H", "H", "H", "H", "H", "H", "H", "H", "H", "H", "H", "H", "H", "C", "C", "N", "C", "C", "C", "O", "C", "C", "C", "C", "N", "C", "H", "H", "H", "H", "H", "H", "H", "H", "H", "H", "H", "H", "H", "H"], "positions_angstrom": [[-0.323, 0.306, 0.136], [0.531, -3.032, -0.392], [0.714, -2.052, 1.160], [-0.257, -2.924, 2.417], [-1.127, -3.964, 2.109], [-1.860, -4.578, 3.120], [-1.733, -4.155, 4.435], [-0.883, -3.098, 4.747], [-0.154, -2.482, 3.740], [2.455, -2.220, 1.647], [2.927, -3.178, 2.540], [4.285, -3.253, 2.826], [5.178, -2.378, 2.222], [4.718, -1.423, 1.326], [3.361, -1.342, 1.049], [-0.784, -2.660, -1.021], [-1.678, -3.380, -1.775], [-2.764, -2.497, -2.083], [-2.465, -1.292, -1.501], [-3.228, -0.001, -1.389], [-3.099, 0.463, 0.407], [-3.937, 2.040, 0.679], [-3.155, 3.197, 0.615], [-3.725, 4.446, 0.825], [-5.079, 4.541, 1.123], [-5.857, 3.393, 1.208], [-5.292, 2.147, 0.985], [-4.065, -0.803, 1.267], [-3.598, -1.262, 2.498], [-4.309, -2.218, 3.213], [-5.491, -2.726, 2.697], [-5.961, -2.283, 1.464], [-5.250, -1.327, 0.750], [-1.258, -1.377, -0.835], [0.610, -4.096, -0.190], [1.390, -2.772, -1.015], [-1.267, -4.282, 1.082], [-2.537, -5.387, 2.872], [-2.300, -4.644, 5.221], [-0.785, -2.759, 5.773], [0.523, -1.668, 3.989], [2.239, -3.872, 3.009], [4.648, -4.000, 3.523], [6.236, -2.440, 2.449], [5.411, -0.739, 0.851], [3.013, -0.586, 0.357], [-1.579, -4.415, -2.077], [-3.656, -2.738, -2.651], [-4.254, -0.098, -1.723], [-2.777, 0.805, -1.975], [-2.091, 3.128, 0.406], [-3.109, 5.339, 0.774], [-5.528, 5.512, 1.304], [-6.911, 3.469, 1.449], [-5.905, 1.257, 1.065], [-2.672, -0.871, 2.906], [-3.936, -2.562, 4.172], [-6.047, -3.474, 3.251], [-6.883, -2.682, 1.057], [-5.635, -0.990, -0.207], [1.194, 5.804, 5.510], [1.340, 6.313, 4.076], [0.332, 7.453, 3.856], [2.767, 6.859, 3.904], [1.078, 5.202, 3.048], [0.687, 3.924, 3.406], [0.463, 3.001, 2.401], [-0.092, 1.240, 2.950], [0.594, 3.233, 1.037], [0.334, 2.233, 0.167], [0.982, 4.536, 0.665], [1.215, 5.462, 1.679], [1.103, 4.935, -0.811], [-0.309, 4.975, -1.419], [1.711, 6.330, -0.983], [2.009, 3.949, -1.567], [1.411, 6.617, 6.208], [1.892, 4.988, 5.723], [0.176, 5.456, 5.717], [0.515, 8.264, 4.572], [-0.695, 7.096, 3.997], [0.411, 7.872, 2.847], [2.964, 7.637, 4.651], [2.918, 7.304, 2.914], [3.508, 6.063, 4.034], [0.552, 3.634, 4.442], [1.509, 6.463, 1.390], [-0.894, 5.779, -0.960], [-0.844, 4.041, -1.251], [-0.261, 5.167, -2.498], [1.068, 7.118, -0.577], [1.838, 6.529, -2.049], [2.696, 6.406, -0.512], [1.656, 2.922, -1.501], [3.025, 3.988, -1.163], [2.060, 4.231, -2.623], [4.669, -1.649, -7.168], [3.489, -2.442, -6.628], [2.406, -1.580, -6.124], [1.187, -1.494, -6.934], [1.385, -0.772, -8.256], [2.545, -1.103, -4.864], [3.488, -1.394, -4.137], [1.527, -0.135, -4.324], [1.080, 0.997, -4.986], [0.241, 1.881, -4.322], [-0.110, 1.602, -3.018], [0.320, 0.508, -2.372], [1.120, -0.333, -3.022], [5.451, -2.328, -7.519], [5.093, -1.025, -6.379], [4.374, -1.008, -8.002], [3.822, -3.076, -5.813], [3.057, -3.082, -7.397], [0.408, -1.014, -6.354], [0.842, -2.511, -7.121], [1.805, 0.225, -8.103], [0.427, -0.668, -8.771], [2.058, -1.322, -8.915], [1.403, 1.201, -6.002], [-0.123, 2.783, -4.798], [-0.748, 2.280, -2.467], [1.472, -1.206, -2.484]]}